Molecular formula: C2HBrClFO
Method: DFT, wB97M-V/def2-TZVPD

Atoms and positions in Å:
C: -0.752 -0.643 0.159
C: -0.263 0.671 0.386
O: -0.849 -1.497 1.054
F: 0.022 1.018 1.665
Cl: -0.077 1.883 -0.708
Br: 2.708 -0.356 -1.581
H: -0.788 -1.077 -0.975

Calculated values
- 2S+1: 1
- E_LUMO (alpha / beta): -0.0627 / -0.1458 hartree
- Energy relative to the best compared isomer or geometry (same formula, charge and spin): 233.73 kJ/mol
- DFT total energy: -89416.618 eV

***

Molecular formula: C2HBrClIO
Method: DFT, wB97M-V/def2-TZVPD

Atoms and positions in Å:
C: -1.107 -0.404 0.104
C: -0.173 0.533 -0.400
O: -1.072 -1.570 0.252
Cl: 1.273 -0.111 -1.039
Br: -0.669 2.313 -0.106
I: 3.686 -0.961 0.693
H: -1.938 0.201 0.497

Calculated values
- 2S+1: 1
- E_LUMO (alpha / beta): -0.1066 / -0.0829 hartree
- Energy relative to the best compared isomer or geometry (same formula, charge and spin): 212.03 kJ/mol
- DFT total energy: -94800.402 eV

***

Molecular formula: C2HBrF2O
Method: DFT, wB97M-V/def2-TZVPD

Atoms and positions in Å:
C: 0.385 -0.959 -0.399
C: -0.374 0.611 0.215
O: 0.403 -1.040 -1.556
F: -1.534 0.534 0.925
F: -0.486 1.477 -0.782
Br: 0.997 1.191 1.377
H: 0.610 -1.814 0.219

Calculated values
- 2S+1: 1
- E_LUMO: 0.0132 hartree
- Energy relative to the best compared isomer or geometry (same formula, charge and spin): 120.97 kJ/mol
- DFT total energy: -79613.361 eV
- SMILES string: O=CC(F)(F)Br

***

Molecular formula: C2HBrF3NO
Method: DFT, wB97M-V/def2-TZVPD

Atoms and positions in Å:
C: 0.008 1.724 -0.274
C: -1.337 2.279 -1.045
N: 1.219 1.954 -0.435
O: 2.159 2.533 -1.300
F: -0.341 1.054 0.781
F: -1.565 3.526 -0.511
F: -2.485 1.608 -0.817
Br: -0.981 2.499 -2.991
H: 2.076 2.906 -2.233

Calculated values
- <S²>: 2.0072
- 2S+1: 3
- E_LUMO (alpha / beta): 0.0018 / -0.1253 hartree
- Energy relative to the best compared isomer or geometry (same formula, charge and spin): 428.68 kJ/mol
- DFT total energy: -83814.147 eV

***

Molecular formula: C2HBrIN
Method: DFT, wB97M-V/def2-TZVPD

Atoms and positions in Å:
C: 1.076 1.707 0.726
C: 1.454 0.561 -0.060
N: 0.735 2.537 1.456
Br: 1.705 1.087 -1.921
I: 2.714 -0.875 0.851
H: -0.297 -0.281 0.276

Calculated values
- 2S+1: 1
- E_LUMO (alpha / beta): -0.0684 / -0.0524 hartree
- Energy relative to the best compared isomer or geometry (same formula, charge and spin): 326.19 kJ/mol
- DFT total energy: -81718.895 eV

***

Molecular formula: C2HBrN2O2
Method: DFT, wB97M-V/def2-TZVPD

Atoms and positions in Å:
C: -1.356 -0.268 0.184
C: 1.055 0.145 0.024
N: 0.873 -2.213 -0.364
N: -0.316 0.497 -0.050
O: 1.850 0.991 0.249
O: 1.422 -1.172 0.134
Br: -3.038 0.452 -0.045
H: -0.489 1.568 -0.133

Calculated values
- 2S+1: 1
- E_LUMO (alpha / beta): -0.0276 / -0.0400 hartree
- Energy relative to the best compared isomer or geometry (same formula, charge and spin): 534.63 kJ/mol
- DFT total energy: -79201.079 eV